No. 1
Computed, not measured: a structure of composition C2H3ClO2 in a non-equilibrium geometry, with ωB97M-V/def2-TZVPD.

## Properties
Orbital gap in eV: 10.12
E in eV: -18736.82774
ΔE to the lowest compared entry with this formula, charge and spin in kJ/mol: 310.97
Lowest unoccupied orbital energy in hartree: 0.007

Cartesian coordinates (Å):
C: -0.829 -0.153 0.571
C: 0.786 0.193 -0.642
O: -0.337 -1.165 -0.173
O: -0.193 0.971 -0.001
Cl: 2.249 -0.081 0.164
H: -1.907 -0.007 0.202
H: -0.607 -0.242 1.650
H: 0.838 0.485 -1.770

---

No. 2
Computed, not measured: a cluster of 3 separate species, C3H12NO2 in total in a non-equilibrium geometry, with ωB97M-V/def2-TZVPD.

## Properties
Charge: +1
Orbital gap in eV: 10.81
E in eV: -8883.41070
ΔE to the lowest compared entry with this formula, charge and spin in kJ/mol: 141.20
Lowest unoccupied orbital energy in hartree: -0.166

Cartesian coordinates (Å):
C: -0.505 -0.720 -1.311
C: 0.228 0.601 -1.370
C: 1.919 1.660 -0.046
N: 0.966 0.820 -0.116
H: 0.068 -1.338 -0.635
H: -1.464 -0.745 -0.777
H: -0.558 -1.252 -2.260
H: 0.803 0.662 -2.292
H: -0.383 1.517 -1.383
H: 2.265 2.058 0.910
H: 2.409 2.033 -0.943
H: 0.443 0.585 0.790
H: -1.398 -0.222 2.231
H: -1.742 1.138 1.625
O: -0.996 0.528 1.790
H: -0.014 -2.711 0.992
H: -1.386 -2.584 1.552
O: -0.657 -2.030 1.241